Density functional theory data (ωB97M-V/def2-TZVPD) for a cluster of 3 separate species, C19H47BCl2N6O5P2 in total in a non-equilibrium geometry.

Structure (ORCA input):
```
! RIJCOSX wB97M-V def2-TZVPD def2/J DEFGRID3
* xyz 0 1
C 4.067 -3.299 -5.318
C 4.337 -2.054 -6.156
O 4.105 -2.074 -7.304
O 4.898 -0.903 -5.623
C 4.047 -0.237 -4.714
O 4.125 -0.479 -3.578
C 3.122 0.807 -5.347
B 1.687 0.270 -5.810
C 0.496 -0.194 -4.869
Cl 0.982 -0.654 -3.202
C -0.310 -1.311 -5.598
C 0.449 -2.647 -5.647
Cl -1.788 -1.626 -4.568
H 4.954 -3.934 -5.197
H 3.698 -3.015 -4.322
H 3.325 -3.891 -5.863
H 3.648 1.141 -6.259
H 3.069 1.697 -4.699
H 1.477 0.222 -6.984
H -0.191 0.670 -4.767
H -0.647 -0.981 -6.586
H 0.615 -3.019 -4.626
H -0.194 -3.402 -6.123
H 1.411 -2.520 -6.164
O -1.425 3.108 -1.887
P -0.527 3.760 -0.840
N -0.493 2.411 0.237
C -0.619 2.406 1.678
C 0.201 1.227 -0.263
N -1.692 4.978 -0.391
C -2.553 4.832 0.769
C -2.517 5.459 -1.500
N 0.693 4.617 0.046
C 2.041 4.057 0.027
C 0.560 5.761 0.923
H 0.202 2.923 2.193
H -0.630 1.386 2.066
H -1.567 2.822 2.013
H 1.291 1.334 -0.191
H -0.049 1.047 -1.309
H -0.090 0.323 0.277
H -3.185 3.936 0.709
H -3.207 5.701 0.870
H -1.981 4.805 1.696
H -3.337 4.768 -1.725
H -1.924 5.590 -2.405
H -2.955 6.431 -1.253
H 2.217 3.402 0.888
H 2.804 4.838 0.036
H 2.205 3.477 -0.883
H 0.257 5.455 1.929
H -0.139 6.501 0.543
H 1.511 6.293 1.022
O -1.240 -0.603 5.160
P -1.254 -2.124 5.053
N 0.071 -2.217 3.941
C 0.189 -3.021 2.743
C 1.376 -1.843 4.482
N -2.808 -2.178 4.262
C -2.940 -2.268 2.819
C -3.756 -1.165 4.731
N -1.312 -3.848 5.241
C -0.192 -4.478 5.933
C -2.259 -4.801 4.700
H 0.188 -4.103 2.935
H 1.120 -2.801 2.219
H -0.585 -2.791 2.014
H 1.813 -2.645 5.090
H 1.289 -0.954 5.111
H 2.085 -1.590 3.692
H -2.462 -1.425 2.303
H -3.995 -2.286 2.533
H -2.532 -3.202 2.433
H -3.564 -0.188 4.273
H -3.706 -1.049 5.813
H -4.779 -1.459 4.481
H 0.574 -4.823 5.229
H -0.513 -5.335 6.528
H 0.273 -3.779 6.630
H -2.005 -5.072 3.672
H -3.284 -4.439 4.738
H -2.263 -5.726 5.286
*
```

Values from the calculation:
SMILES: CC(=O)OC(=O)CB[C@H](Cl)[C@@H](C)Cl.CN(C)P(=O)(N(C)C)N(C)C.CN(C)P(=O)(N(C)C)N(C)C
LUMO energy, eV: -0.390
Calculated total energy, Ha: -3084.6519
Orbital gap, eV: 7.479



Density functional theory data (ωB97M-V/def2-TZVPD) for a structure of composition C19H47FInN2O3 in a non-equilibrium geometry.

Structure (ORCA input):
```
! RIJCOSX wB97M-V def2-TZVPD def2/J DEFGRID3
* xyz -1 1
C -2.668 -4.375 3.978
C -1.360 -3.380 4.035
C -1.470 -2.064 3.051
F -2.831 -1.917 2.470
In -0.748 -0.217 4.194
C -2.399 0.861 5.314
O -2.913 2.073 4.657
C -3.368 1.812 3.280
O -4.236 0.630 3.157
C -4.881 0.541 1.837
C -3.854 0.435 0.565
O -3.976 -0.815 -0.223
H -2.551 -5.116 3.055
H -3.702 -3.827 3.948
H -2.683 -5.078 4.939
H -1.169 -3.115 5.169
H -0.428 -4.036 3.687
H -0.727 -2.215 2.136
H 0.101 0.857 2.979
H 0.515 -0.796 5.356
H -1.947 1.202 6.363
H -3.257 0.095 5.540
H -3.986 2.746 2.867
H -2.392 1.768 2.609
H -5.516 -0.469 1.844
H -5.694 1.404 1.702
H -2.720 0.562 0.823
H -4.124 1.319 -0.191
H -3.116 -1.311 -0.010
C 1.684 -0.648 -4.570
C 1.479 -1.635 -3.421
N 0.335 -1.322 -2.560
C 0.309 -2.117 -1.328
C 0.119 -3.624 -1.461
C -0.959 -1.173 -3.228
C -1.480 -2.362 -4.034
H 1.791 0.377 -4.196
H 2.597 -0.902 -5.117
H 0.857 -0.675 -5.285
H 2.393 -1.608 -2.816
H 1.406 -2.644 -3.837
H -0.466 -1.723 -0.658
H 1.252 -1.942 -0.793
H -0.916 -3.882 -1.693
H 0.357 -4.107 -0.509
H 0.773 -4.065 -2.219
H -0.903 -0.306 -3.899
H -1.721 -0.887 -2.491
H -0.703 -2.830 -4.642
H -2.267 -2.023 -4.717
H -1.925 -3.118 -3.388
C 4.073 4.326 -3.020
C 3.085 3.402 -2.308
N 3.718 2.393 -1.454
C 2.782 1.364 -0.991
C 1.647 1.800 -0.070
C 4.642 2.894 -0.434
C 4.094 3.885 0.591
H 4.791 3.752 -3.619
H 3.533 4.996 -3.695
H 4.628 4.952 -2.316
H 2.513 2.891 -3.092
H 2.374 4.017 -1.749
H 3.342 0.557 -0.501
H 2.334 0.892 -1.876
H 2.002 1.987 0.946
H 0.905 0.999 -0.001
H 1.129 2.691 -0.434
H 5.493 3.365 -0.942
H 5.090 2.047 0.102
H 3.457 4.648 0.139
H 4.927 4.405 1.077
H 3.534 3.379 1.377
*
```

Values from the calculation:
LUMO energy, eV: 2.561
Calculated total energy, Ha: -1377.1192
Orbital gap, eV: 7.046



Density functional theory data (ωB97M-V/def2-TZVPD) for a structure of composition C19H48Cu2O19PbS5 in a non-equilibrium geometry.

Structure (ORCA input):
```
! RIJCOSX wB97M-V def2-TZVPD def2/J DEFGRID3
* xyz 2 3
Pb 1.122 5.296 0.041
Cu -5.193 1.801 -0.150
Cu -2.510 3.666 1.009
O -4.744 3.664 1.485
C -6.051 3.751 2.113
C -7.001 2.506 2.131
O -7.150 1.654 0.990
H -6.675 4.582 1.782
H -5.811 4.210 3.072
H -7.983 2.914 2.371
H -6.743 1.839 2.954
O -0.436 3.309 -0.053
C -0.475 1.900 -0.230
C -1.914 1.194 -0.521
O -3.011 1.506 0.345
H -0.111 1.606 0.755
H 0.304 1.641 -0.946
H -1.849 0.126 -0.310
H -2.405 1.252 -1.492
O -4.133 -2.165 4.492
S -3.061 -2.520 3.588
O -1.670 -2.538 4.142
O -3.478 -3.988 2.839
C -2.786 -4.504 1.676
C -2.316 -5.938 1.737
C -3.308 -1.383 2.090
H -1.926 -3.879 1.433
H -3.570 -4.432 0.923
H -2.026 -6.210 2.752
H -1.506 -5.927 1.008
H -2.855 -6.770 1.283
H -4.187 -1.851 1.646
H -2.401 -1.333 1.487
H -3.416 -0.378 2.498
O 1.626 -1.770 -3.966
S 0.669 -1.024 -4.759
O 1.127 -0.220 -5.913
O -0.511 -2.073 -5.259
C -0.148 -2.956 -6.258
C -0.949 -2.600 -7.484
C -0.431 -0.043 -3.599
H -0.382 -3.968 -5.929
H 0.925 -2.909 -6.444
H -0.525 -1.698 -7.927
H -2.012 -2.391 -7.361
H -0.829 -3.313 -8.300
H -1.334 0.240 -4.140
H 0.122 0.720 -3.052
H -0.813 -0.772 -2.884
O -0.072 -5.895 -1.500
S 0.049 -4.480 -1.664
O -0.743 -3.733 -2.635
O -0.134 -3.795 -0.240
C -0.262 -2.425 -0.138
C 0.358 -2.001 1.270
C 1.819 -4.256 -2.035
H -1.321 -2.188 -0.241
H 0.305 -1.854 -0.874
H 0.477 -0.927 1.412
H 1.346 -2.460 1.228
H -0.083 -2.396 2.186
H 2.007 -3.218 -1.760
H 1.990 -4.621 -3.048
H 2.396 -4.929 -1.400
O 2.619 3.251 0.013
S 3.540 2.108 0.077
O 3.263 0.976 1.001
O 4.018 1.527 -1.379
C 3.866 2.339 -2.477
C 2.445 1.985 -3.031
C 5.168 2.783 0.616
H 4.619 2.148 -3.242
H 3.984 3.405 -2.281
H 1.632 2.444 -2.468
H 2.290 0.916 -2.890
H 2.334 2.330 -4.059
H 5.428 3.415 -0.234
H 5.821 1.918 0.727
H 5.079 3.341 1.548
O 2.058 4.146 4.956
S 2.100 3.567 3.606
O 1.507 4.328 2.489
O 3.645 3.174 3.184
C 4.673 2.698 4.123
C 5.271 3.817 5.032
C 1.390 1.854 3.664
H 5.423 2.275 3.454
H 4.404 1.861 4.767
H 4.557 4.052 5.821
H 5.548 4.674 4.418
H 6.249 3.473 5.370
H 2.090 1.032 3.509
H 0.708 1.662 2.836
H 0.878 1.852 4.626
*
```

Values from the calculation:
LUMO energy (alpha / beta), eV: -7.781 / -8.405
Calculated total energy, Ha: -7646.0286
Orbital gap (alpha / beta), eV: 6.108 / 5.474



Density functional theory data (ωB97M-V/def2-TZVPD) for a cluster of 8 separate species, C19H48F10N8O23S10 in total in a non-equilibrium geometry.

Structure (ORCA input):
```
! RIJCOSX wB97M-V def2-TZVPD def2/J DEFGRID3
* xyz -2 1
C -23.796 -10.855 -5.384
C -22.767 -10.677 -4.130
N -22.477 -9.211 -3.722
C -21.481 -9.331 -2.567
C -21.811 -8.548 -4.937
C -20.405 -8.957 -5.359
C -23.803 -8.459 -3.402
C -23.610 -7.189 -2.483
O -22.482 -6.457 -2.851
C -22.335 -5.165 -2.237
H -24.584 -10.104 -5.409
H -24.249 -11.836 -5.242
H -23.270 -10.892 -6.338
H -21.785 -11.099 -4.340
H -23.091 -11.237 -3.252
H -21.117 -8.408 -2.117
H -20.649 -9.975 -2.851
H -22.078 -9.856 -1.821
H -21.732 -7.470 -4.798
H -22.541 -8.511 -5.746
H -20.498 -9.928 -5.846
H -19.600 -9.052 -4.630
H -20.022 -8.242 -6.087
H -24.487 -9.136 -2.890
H -24.234 -8.222 -4.375
H -23.464 -7.597 -1.482
H -24.496 -6.554 -2.479
H -23.280 -4.621 -2.215
H -21.638 -4.649 -2.898
H -21.841 -5.174 -1.266
C -22.945 -10.143 -14.642
C -23.394 -11.481 -14.084
N -24.087 -11.330 -12.650
C -23.162 -10.420 -11.729
C -25.517 -10.670 -12.732
C -26.480 -10.837 -11.510
C -24.201 -12.654 -11.920
C -24.764 -13.787 -12.791
O -26.025 -13.581 -13.358
C -26.589 -14.653 -14.080
H -22.379 -10.218 -15.570
H -22.290 -9.481 -14.075
H -23.703 -9.415 -14.933
H -22.538 -12.121 -13.871
H -24.125 -11.941 -14.748
H -23.761 -10.141 -10.863
H -23.192 -9.482 -12.282
H -22.164 -10.847 -11.643
H -25.948 -11.160 -13.605
H -25.236 -9.634 -12.923
H -27.426 -10.297 -11.534
H -25.957 -10.509 -10.611
H -26.771 -11.877 -11.364
H -24.736 -12.539 -10.977
H -23.175 -12.987 -11.761
H -24.829 -14.636 -12.110
H -24.100 -14.060 -13.612
H -27.595 -14.359 -14.380
H -26.624 -15.619 -13.575
H -25.991 -14.844 -14.971
C -21.807 -11.541 -8.672
C -20.954 -12.671 -9.388
O -21.415 -13.381 -10.219
N -19.430 -12.788 -9.146
H -18.942 -11.976 -9.504
H -19.354 -12.795 -8.135
C -18.777 -13.955 -9.857
H -21.509 -11.491 -7.624
H -22.868 -11.763 -8.772
H -21.471 -10.557 -9.002
H -18.693 -13.678 -10.908
H -19.338 -14.854 -9.603
H -17.777 -13.951 -9.424
N -18.129 -10.744 -10.424
S -17.601 -10.312 -11.755
O -16.207 -9.803 -11.797
O -18.548 -9.829 -12.730
F -17.445 -11.834 -12.321
S -18.642 -9.183 -10.033
O -20.012 -8.728 -10.405
O -17.621 -8.133 -10.047
F -18.793 -9.434 -8.476
N -19.391 -13.194 -6.548
S -18.436 -12.302 -5.480
O -17.037 -12.731 -5.359
O -19.027 -11.757 -4.293
F -18.242 -10.972 -6.363
S -19.540 -14.279 -5.582
O -20.505 -14.199 -4.491
O -18.361 -15.193 -5.541
F -20.408 -15.144 -6.634
N -24.892 -7.846 -6.976
S -24.481 -6.194 -7.034
O -25.343 -5.237 -7.722
O -23.134 -5.807 -6.825
F -25.061 -6.047 -5.510
S -24.549 -8.025 -8.464
O -23.180 -7.783 -8.909
O -25.675 -7.893 -9.381
F -24.450 -9.618 -8.450
N -17.650 -17.919 -5.958
S -18.099 -19.279 -4.984
O -17.671 -20.586 -5.491
O -19.288 -19.285 -4.193
F -16.938 -18.955 -3.919
S -18.887 -18.231 -6.822
O -20.150 -17.691 -6.342
O -18.985 -19.385 -7.644
F -18.493 -17.036 -7.824
N -20.766 -16.847 -14.147
S -22.477 -16.964 -14.289
O -23.186 -15.867 -14.894
O -23.196 -17.766 -13.314
F -22.562 -18.002 -15.590
S -20.869 -16.012 -12.930
O -20.975 -16.749 -11.666
O -21.462 -14.683 -12.965
F -19.368 -15.406 -12.791
*
```

Values from the calculation:
LUMO energy, eV: 2.502
Calculated total energy, Ha: -7901.4968
Orbital gap, eV: 6.804



Density functional theory data (ωB97M-V/def2-TZVPD) for a cluster of 5 separate species, C19H48F3N4O12S in total in a non-equilibrium geometry.

Structure (ORCA input):
```
! RIJCOSX wB97M-V def2-TZVPD def2/J DEFGRID3
* xyz 1 1
C 0.056 3.181 1.514
O -1.188 2.624 1.004
C -2.275 2.638 1.935
C -3.502 2.027 1.259
N -3.030 0.785 0.377
H -2.077 0.949 0.084
H -2.856 -0.014 0.969
C -4.025 0.254 -0.750
C -5.271 -0.342 -0.143
O -5.990 0.801 0.393
C -7.063 0.484 1.229
H 0.501 2.765 2.418
H -0.060 4.215 1.839
H 0.868 3.131 0.787
H -2.473 3.679 2.189
H -2.088 2.064 2.843
H -3.987 2.853 0.738
H -4.121 1.619 2.058
H -3.474 -0.455 -1.369
H -4.288 1.153 -1.307
H -4.938 -0.972 0.682
H -5.985 -0.787 -0.836
H -7.679 1.305 1.596
H -6.774 -0.095 2.105
H -7.758 -0.124 0.650
C 6.748 4.540 4.233
O 5.981 3.571 3.615
C 5.858 3.756 2.267
C 4.729 2.814 1.799
N 4.561 2.806 0.271
H 4.283 3.688 -0.136
H 5.496 2.631 -0.070
C 3.509 1.814 -0.234
C 3.220 0.586 0.604
O 2.627 0.889 1.905
C 1.882 -0.173 2.496
H 7.774 4.631 3.876
H 6.751 4.327 5.302
H 6.416 5.577 4.180
H 6.758 3.439 1.740
H 5.675 4.803 2.028
H 3.773 3.239 2.106
H 4.964 1.787 2.077
H 3.908 1.597 -1.225
H 2.637 2.461 -0.335
H 4.188 0.100 0.727
H 2.577 -0.046 -0.009
H 1.498 0.161 3.460
H 2.479 -1.067 2.679
H 1.059 -0.464 1.844
C 0.777 -7.499 0.720
O 0.381 -6.716 -0.375
C 0.972 -6.970 -1.668
C 0.360 -6.216 -2.810
N 0.075 -4.658 -2.476
H -0.749 -4.235 -2.878
H -0.233 -4.850 -1.534
C 1.209 -3.596 -2.385
C 0.686 -2.498 -1.444
O 0.211 -3.015 -0.200
C -0.715 -2.116 0.383
H 1.803 -7.438 1.081
H 0.482 -8.545 0.636
H 0.036 -7.237 1.476
H 1.027 -8.038 -1.880
H 2.014 -6.653 -1.642
H -0.672 -6.555 -2.898
H 0.973 -6.307 -3.707
H 1.451 -3.236 -3.384
H 2.033 -4.156 -1.943
H -0.106 -1.948 -1.953
H 1.582 -1.889 -1.327
H -0.993 -2.461 1.379
H -1.582 -2.006 -0.268
H -0.241 -1.134 0.402
N -0.087 1.238 -2.108
O -0.564 1.484 -3.177
O -0.602 0.571 -1.247
O 0.780 2.033 -1.836
C -4.085 2.150 -4.285
F -5.457 2.128 -4.238
F -3.643 1.033 -3.678
F -3.607 2.367 -5.522
S -3.430 3.702 -3.330
O -3.526 3.325 -1.939
O -2.047 3.957 -3.707
O -4.388 4.779 -3.704
*
```

Values from the calculation:
LUMO energy, eV: -2.657
Calculated total energy, Ha: -2571.7391
Orbital gap, eV: 5.833